(1)
The following is a quantum chemistry calculation of a molecular structure, CH10N3O2Pt in a non-equilibrium geometry, from OMol25.

Properties
Total charge ... +1
Orbital gap (alpha / beta) ... 7.16 / 7.90 eV
2S+1 ... 5
HOMO level (alpha / beta) ... -0.412 / -0.538 Ha
Expectation value of S² ... 6.017

Each line ends with the Löwdin spin population.
Element x y z (Å)
C  2.255  1.466  0.479  0.017
Pt  -1.105  -0.019  -0.378  1.302
N  -1.798  -1.866  -0.060  0.152
N  -0.006  -0.117  -2.132  0.079
H  -2.781  -1.833  0.158  0.006
H  2.708  0.486  0.689  0.001
H  2.380  2.152  1.304  0.001
H  1.167  1.279  0.161  0.021
H  2.906  2.066  -0.126  0.001
H  -0.630  -0.097  -2.950  0.015
H  0.517  -1.011  -2.097  0.003
H  0.725  0.618  -2.184  0.015
H  -1.744  -2.355  -0.939  0.005
H  -1.385  -2.485  0.625  0.007
O  -1.116  0.785  3.498  0.912
N  -0.712  0.903  2.375  0.882
O  -1.382  0.028  1.578  0.584

(2)
The following is a quantum chemistry calculation of a molecular structure, CH10N5 in a non-equilibrium geometry, from OMol25.

Properties
Total charge ... +1
Orbital gap ... 10.29 eV
2S+1 ... 1
HOMO level ... -0.506 Ha

Each line ends with the Löwdin charge.
Element x y z (Å)
C  1.045  -1.123  -0.140  0.035
N  -2.171  0.590  -0.509  0.026
N  -0.083  -1.682  1.853  0.069
N  0.689  -1.765  0.776  -0.033
N  0.773  0.804  -0.163  -0.006
N  1.514  1.404  -1.256  0.017
H  1.521  -1.485  -1.028  0.115
H  -2.455  0.935  -1.413  0.036
H  -2.644  -0.316  -0.527  0.046
H  -0.219  -0.796  2.421  0.147
H  -0.207  -2.495  2.445  0.117
H  -0.154  0.809  -0.670  0.082
H  0.879  1.215  0.772  0.145
H  2.181  2.115  -0.988  0.095
H  1.888  0.607  -1.776  0.078
H  -2.558  1.181  0.203  0.031

(3)
The following is a quantum chemistry calculation of 5 unconnected molecules or ions with the total composition CH10O5 in a non-equilibrium geometry, from OMol25.

Properties
Total charge ... 0
Orbital gap ... 10.32 eV
2S+1 ... 1
SMILES ... C=O.O.O.O.O
HOMO level ... -0.375 Ha

Each line ends with the Löwdin charge.
Element x y z (Å)
O  2.235  0.287  -1.138  -0.023
C  1.454  0.313  -2.074  -0.130
H  0.380  0.803  -1.972  0.101
H  1.330  -0.598  -2.625  0.057
H  2.147  -3.577  0.580  0.091
H  2.389  -2.041  0.484  0.059
O  1.862  -2.703  1.003  -0.095
H  -2.220  2.496  2.445  -0.001
H  -3.154  2.275  1.240  0.068
O  -2.986  2.845  2.045  -0.064
H  -0.041  -3.076  0.832  -0.044
H  -0.971  -3.834  1.810  0.047
O  -0.949  -3.220  1.049  -0.072
H  -0.640  3.278  -2.011  0.066
H  -0.701  3.523  -0.505  -0.018
O  -0.136  3.229  -1.161  -0.042

(4)
The following is a quantum chemistry calculation of 5 unconnected molecules or ions with the total composition CH10O6 in a non-equilibrium geometry, from OMol25.

Properties
Total charge ... 0
Orbital gap ... 8.37 eV
2S+1 ... 1
SMILES ... O=CO.O.O.O.O
HOMO level ... -0.381 Ha

Each line ends with the Löwdin charge.
Element x y z (Å)
O  -0.344  -1.078  1.785  0.003
C  0.821  -0.554  1.545  -0.057
O  1.378  0.056  0.255  -0.052
H  1.648  -1.107  1.976  0.146
H  0.552  0.700  0.329  0.091
H  -0.873  -0.606  -2.113  0.018
H  -1.197  0.554  -1.101  -0.008
O  -1.096  0.340  -2.057  -0.092
H  -0.464  -1.888  0.174  -0.013
H  0.639  -1.851  -0.620  0.024
O  -0.276  -2.085  -0.734  -0.021
H  -1.230  -0.343  1.149  0.011
H  -1.288  1.279  1.464  0.053
O  -1.638  0.639  0.799  -0.160
H  1.754  1.957  -0.461  0.072
H  0.799  1.884  -1.668  0.062
O  0.813  2.102  -0.723  -0.077

(5)
The following is a quantum chemistry calculation of 4 unconnected molecules or ions with the total composition CH11N2O3 in a non-equilibrium geometry, from OMol25.

Properties
Total charge ... +1
Orbital gap ... 11.69 eV
2S+1 ... 1
HOMO level ... -0.555 Ha

Each line ends with the Löwdin charge.
Element x y z (Å)
N  -0.951  -0.918  -0.617  0.163
C  -1.035  0.404  -0.739  -0.191
N  -0.009  1.219  -0.847  0.179
H  -0.270  -1.236  0.091  0.144
H  -1.802  -1.516  -0.578  0.071
H  -2.020  0.775  -0.960  0.149
H  -0.160  2.264  -0.601  0.196
H  0.858  0.682  -0.622  0.082
H  -3.079  -3.369  -0.697  0.068
H  -4.211  -2.409  -0.336  0.077
O  -3.296  -2.437  -0.643  -0.038
H  2.993  -0.462  -0.161  0.071
H  2.540  0.705  0.756  -0.006
O  2.648  0.442  -0.170  -0.058
H  1.538  1.232  2.693  0.061
H  2.723  2.144  3.015  0.073
O  2.361  1.581  2.323  -0.040

(6)
The following is a quantum chemistry calculation of a molecular structure, CH11N2Sr in a non-equilibrium geometry, from OMol25.

Properties
Total charge ... -1
Orbital gap ... 4.83 eV
2S+1 ... 1
HOMO level ... -0.087 Ha

Each line ends with the Löwdin charge.
Element x y z (Å)
C  2.073  -0.931  -0.666  -0.579
Sr  0.177  -0.535  0.833  0.315
N  -0.780  -0.091  -1.767  -0.013
H  1.890  0.614  2.450  -0.279
H  -0.985  -1.920  2.117  -0.303
H  2.790  -1.396  0.357  -0.018
H  2.472  -0.050  -1.405  -0.081
H  1.513  -1.937  -1.244  -0.061
H  -0.751  0.859  -2.006  -0.001
H  -1.729  -0.369  -1.719  0.004
H  -0.434  -0.553  -2.624  0.047
N  -1.347  1.372  1.277  -0.126
H  -2.374  1.168  1.126  0.050
H  -1.160  2.208  0.902  -0.052
H  -1.354  1.563  2.370  0.095

(7)
The following is a quantum chemistry calculation of 3 unconnected molecules or ions with the total composition CH11N5 in a non-equilibrium geometry, from OMol25.

Properties
Total charge ... 0
Orbital gap (alpha / beta) ... 8.05 / 8.43 eV
2S+1 ... 1
HOMO level (alpha / beta) ... -0.265 / -0.275 Ha

Each line ends with the Löwdin charge.
Element x y z (Å)
C  -0.466  -0.704  -0.901  -0.117
N  -0.429  -0.092  0.409  -0.285
N  -0.772  1.243  0.677  -0.007
N  -2.143  -1.129  1.285  0.000
H  -0.099  1.835  0.194  0.038
H  -1.723  1.396  0.363  0.064
H  -2.827  -0.906  0.556  -0.036
H  -2.340  -0.443  2.019  -0.035
H  -0.717  -1.756  -0.777  0.072
H  0.500  -0.609  -1.413  0.036
H  -1.248  -0.222  -1.488  0.079
N  1.758  0.858  0.087  -0.043
N  2.464  0.166  -0.874  -0.077
H  3.301  -0.330  -0.590  0.082
H  2.621  0.724  -1.703  0.082
H  2.105  0.551  0.996  0.047
H  0.014  -0.582  1.161  0.098

(8)
The following is a quantum chemistry calculation of 4 unconnected molecules or ions with the total composition CH11NO4 in a non-equilibrium geometry, from OMol25.

Properties
Total charge ... 0
Orbital gap ... 10.56 eV
2S+1 ... 1
SMILES ... NCO.O.O.O
HOMO level ... -0.363 Ha

Each line ends with the Löwdin charge.
Element x y z (Å)
N  1.026  0.179  2.166  0.021
C  -0.266  0.767  2.202  -0.327
O  -1.066  0.516  1.037  -0.110
H  0.958  -0.827  2.069  0.075
H  1.701  0.462  1.467  0.072
H  -0.172  1.847  2.344  0.119
H  -0.801  0.314  3.062  0.122
H  -0.956  -0.433  0.806  0.051
H  -1.645  -2.036  -1.094  0.062
H  -0.347  -1.300  -1.193  0.015
O  -0.940  -1.701  -0.535  -0.047
H  0.646  1.855  -1.288  0.050
H  -0.289  1.002  -0.338  0.011
O  0.150  1.034  -1.232  -0.085
H  0.842  -0.116  -2.520  0.009
H  0.551  -0.633  -3.934  0.043
O  0.607  -0.928  -3.017  -0.081

These records have energy relative to the best compared isomer or geometry (same formula, charge and spin) values of 20.0, 372.5, 164.1, 415.3, 96.7, 165.3, 410.5, 25.7 kJ/mol, in the order they appear.